# 1
Entry from OMol25: a 2-piece molecular cluster, C19H22ClN2O6P2 overall at a distorted geometry (ωB97M-V with the def2-TZVPD basis set).

Calculated values
LUMO level in eV: 0.97
2S+1: 1
HOMO energy in eV: -4.465
Frontier orbital gap in eV: 5.439
Charge: -1

Each line ends with the Löwdin charge.
Atoms and positions in Å:
C (-3.453, -3.752, -2.509)  -0.02
C (2.393, 3.701, -0.106)  -0.09
N (-3.727, -1.227, -2.192)  -0.26
O (4.559, 4.574, -0.427)  0.09
C (3.732, 1.346, 0.953)  -0.07
C (0.226, 2.674, 0.203)  -0.02
C (1.777, 4.854, -0.577)  -0.01
Cl (-2.442, 1.175, -1.135)  0.24
H (-3.040, -0.074, -3.785)  0.06
O (-3.777, -2.301, 0.111)  -0.35
P (-0.949, -2.890, 1.360)  0.86
O (-2.326, -0.508, 1.023)  -0.41
C (-2.285, -1.642, 1.818)  -0.54
H (0.603, -1.427, 1.005)  -0.01
C (3.874, 3.644, -0.041)  -0.28
C (5.896, 2.354, 0.614)  -0.01
H (7.578, 1.186, 1.238)  0.10
H (-1.595, -4.779, 2.321)  0.00
H (-2.597, -3.708, -1.826)  0.07
H (3.733, -0.599, 1.852)  0.12
H (2.379, 5.700, -0.879)  0.11
C (2.248, 1.379, 0.829)  -0.26
H (6.498, 3.181, 0.264)  0.12
O (0.521, -2.134, 1.650)  -0.33
O (-5.511, -2.659, -2.243)  0.06
C (6.499, 1.233, 1.160)  -0.07
N (-1.065, -4.012, 2.714)  -0.19
H (-0.145, -4.399, 2.895)  0.01
C (-3.608, -2.412, 1.491)  -0.29
H (-4.036, -4.622, -2.225)  0.07
P (-3.086, -0.845, -0.545)  0.39
H (-3.071, -3.828, -3.527)  0.06
C (4.342, 0.226, 1.506)  0.00
H (-1.729, -0.871, -2.899)  0.04
C (1.612, 2.611, 0.295)  -0.07
C (-0.380, 3.824, -0.275)  -0.07
H (-4.295, -0.200, -0.170)  0.03
C (5.721, 0.172, 1.614)  -0.06
C (-2.758, -0.987, -3.258)  -0.20
C (-4.319, -2.504, -2.294)  -0.57
H (-2.216, -1.398, 2.885)  0.11
O (1.585, 0.418, 1.158)  0.10
H (-0.084, 5.815, -1.024)  0.10
H (6.194, -0.699, 2.050)  0.10
H (-4.378, -1.893, 2.074)  0.11
H (-1.842, -1.447, -0.889)  0.02
H (-2.746, -1.800, -3.990)  0.07
C (0.394, 4.915, -0.658)  -0.06
C (4.511, 2.419, 0.517)  -0.08
H (-0.381, 1.829, 0.503)  0.08
H (-3.579, -3.480, 1.719)  0.09
H (-1.458, 3.867, -0.348)  0.09

=====

# 2
Entry from OMol25: one molecule with the formula C19H22ClN3O3S2 at a distorted geometry (ωB97M-V with the def2-TZVPD basis set).

Calculated values
LUMO level in eV: 0.38
Relative energy (zero: lowest compared OMol25 entry of this formula, charge and spin) in kJ/mol: 0.0
2S+1: 1
HOMO energy in eV: -7.950
Frontier orbital gap in eV: 8.325
SMILES: CS(=O)(=O)N1CCN(c2ccccc2NC(=O)CSc2ccc(Cl)cc2)CC1

Each line ends with the Löwdin charge.
Atoms and positions in Å:
H (0.494, -0.681, 0.610)  0.10
C (3.599, 1.251, -1.278)  -0.10
C (-3.130, -0.288, 0.054)  -0.16
O (-1.104, 1.894, -0.282)  -0.27
H (2.240, 2.987, 1.283)  0.11
H (-0.836, -2.679, -0.255)  0.12
H (-3.384, -1.940, 4.631)  0.10
H (3.803, -1.810, 0.402)  0.09
H (-1.092, -2.493, 5.383)  0.10
H (-3.785, -1.259, 2.325)  0.10
N (-1.917, -1.010, 0.379)  -0.12
C (-2.775, -1.474, 2.639)  -0.02
S (3.275, 0.368, 1.325)  0.99
H (0.150, 1.446, -3.539)  0.07
N (0.653, -1.396, 1.316)  0.12
O (2.196, -2.901, 2.066)  0.07
H (4.057, 0.299, -1.499)  0.11
C (-1.727, -1.374, 1.731)  -0.16
C (2.476, 3.728, -0.708)  -0.11
C (2.891, -1.224, 0.496)  -0.34
C (3.479, 2.196, -2.278)  -0.10
N (-1.706, 0.007, -1.943)  -0.25
H (-3.736, -0.311, -2.051)  0.13
H (2.454, -0.983, -0.469)  0.06
H (-4.030, -0.919, 0.153)  0.12
H (-3.204, 0.557, 0.739)  0.13
H (2.042, 4.692, -0.494)  0.11
H (0.431, 2.870, -2.508)  0.03
H (-1.834, -1.886, -2.771)  0.12
C (-3.031, 0.215, -1.403)  -0.17
H (3.829, 1.982, -3.276)  0.11
C (-1.271, -2.173, 4.369)  -0.08
C (-0.210, -2.048, 3.491)  0.00
C (1.890, -1.947, 1.385)  -0.56
C (-1.319, -1.388, -1.945)  -0.16
H (-0.246, -1.412, -2.132)  0.11
C (2.915, 3.428, -1.989)  -0.70
C (-2.551, -1.865, 3.948)  -0.09
H (-2.551, -2.698, -0.709)  0.13
C (-1.661, -2.055, -0.595)  -0.12
O (0.654, 0.342, -1.025)  -0.32
C (-0.265, 2.083, -2.770)  -0.09
S (-0.560, 1.065, -1.311)  0.65
C (3.138, 1.530, 0.002)  -0.56
H (-3.236, 1.284, -1.451)  0.12
H (-1.214, 2.498, -3.079)  0.07
H (0.795, -2.261, 3.816)  0.11
Cl (2.745, 4.606, -3.250)  0.67
C (2.588, 2.775, 0.285)  -0.10
C (-0.420, -1.632, 2.183)  -0.15

=====

# 3
Entry from OMol25: one molecule with the formula C19H22ClNO2 at a distorted geometry (ωB97M-V with the def2-TZVPD basis set).

Calculated values
LUMO level in eV: 0.73
Relative energy (zero: lowest compared OMol25 entry of this formula, charge and spin) in kJ/mol: 162.3
2S+1: 1
HOMO energy in eV: -8.769
Frontier orbital gap in eV: 9.502
SMILES: Cc1nc(Cc2ccccc2)c2c(c1OCCCCCl)COC2

Each line ends with the Löwdin charge.
Atoms and positions in Å:
O (-1.179, -3.007, -0.502)  -0.11
C (-0.252, -1.224, 0.710)  -0.06
H (3.170, -0.761, 2.094)  0.11
O (-0.741, 0.962, -2.191)  -0.06
H (0.431, -3.151, 4.387)  0.11
H (-2.758, 0.926, -1.622)  0.13
H (0.197, -3.310, 1.086)  0.12
C (0.302, 1.364, 0.016)  -0.24
C (0.353, -0.337, 1.637)  -0.21
C (0.606, -0.733, 3.057)  -0.08
H (-0.876, -1.936, -2.299)  0.15
C (-0.334, 0.522, -0.949)  -0.18
C (-1.360, -1.818, -1.296)  -0.11
H (-2.415, -1.526, -1.364)  0.13
C (1.395, -2.976, 3.930)  -0.04
H (-1.731, 4.294, -2.598)  0.07
H (-1.954, 2.516, -1.412)  0.12
H (1.004, 0.079, 3.650)  0.12
H (-0.668, 2.584, -4.262)  0.11
C (3.933, -2.568, 2.890)  -0.09
H (4.930, -2.491, 2.458)  0.11
H (-0.349, -1.021, 3.491)  0.12
C (-2.600, 1.982, -3.486)  -0.17
H (-1.403, -2.807, 1.621)  0.13
C (2.440, -3.892, 4.209)  -0.08
H (2.282, -4.775, 4.791)  0.09
H (0.041, 3.465, -0.069)  0.09
C (-0.659, -2.692, 0.824)  -0.09
H (0.998, 2.771, -1.470)  0.09
H (-3.620, 2.402, -3.419)  0.10
C (2.928, -1.658, 2.617)  -0.03
H (-1.953, 2.930, -5.336)  0.11
H (1.680, 2.947, 0.166)  0.07
C (-1.689, 2.955, -4.275)  -0.29
N (0.648, 0.919, 1.243)  0.16
H (-2.704, 1.047, -4.075)  0.12
C (3.701, -3.682, 3.677)  -0.11
H (4.536, -4.376, 3.827)  0.11
C (-1.798, 4.331, -3.692)  -0.58
C (1.652, -1.848, 3.155)  -0.23
C (-0.628, -0.771, -0.538)  -0.09
H (-0.978, 4.960, -4.009)  0.07
C (0.794, 2.708, -0.385)  -0.03
C (-2.017, 1.627, -2.078)  -0.17
Cl (-3.355, 5.068, -4.211)  0.55

=====

# 4
Entry from OMol25: one molecule with the formula C19H22F3N3OS (ωB97M-V with the def2-TZVPD basis set).

Calculated values
LUMO level in eV: 0.50
2S+1: 1
HOMO energy in eV: -8.416
Frontier orbital gap in eV: 8.912
SMILES: CCCc1cc(C(=O)N2CCN(c3ccc(C(F)(F)F)cn3)CC2)sc1C

Each line ends with the Löwdin charge.
Atoms and positions in Å:
C (-3.433, -3.221, -0.040)  -0.25
N (-0.470, 2.237, 0.590)  -0.04
H (-4.051, -2.052, 1.660)  0.12
C (-1.591, 2.287, -0.184)  -0.49
C (4.881, -0.566, 0.593)  -0.07
H (-0.557, 0.833, 2.146)  0.12
C (3.420, 1.161, 0.213)  -0.28
C (-4.231, -2.069, 0.583)  -0.16
H (-2.368, -3.049, 0.126)  0.11
H (0.592, 3.762, 1.547)  0.13
H (-3.601, -3.231, -1.119)  0.11
F (8.059, -0.336, -0.151)  0.13
H (1.532, 1.960, 2.538)  0.13
H (3.918, 2.504, -1.422)  0.10
F (6.965, -2.179, -0.324)  0.13
C (-5.600, -0.671, -1.866)  -0.09
H (1.590, 2.701, -1.147)  0.14
H (-3.652, -4.581, 1.624)  0.07
C (-4.427, -0.173, -1.096)  -0.52
N (3.777, 0.071, 0.911)  0.12
C (1.491, 1.267, 1.690)  -0.13
C (-3.827, -0.755, -0.010)  -0.29
C (4.207, 1.633, -0.861)  0.01
C (5.360, 0.960, -1.180)  0.00
H (-6.473, -0.756, -1.220)  0.09
H (-2.178, -0.314, 1.332)  0.10
N (2.285, 1.780, 0.600)  -0.07
H (5.108, -1.436, 1.194)  0.13
H (-5.834, 0.012, -2.678)  0.07
C (-2.505, 1.145, -0.245)  -0.40
C (-2.734, -0.002, 0.468)  -0.07
C (0.040, 1.054, 1.254)  -0.13
H (-5.396, -1.656, -2.286)  0.08
C (5.717, -0.172, -0.442)  -0.12
C (-3.833, -4.566, 0.551)  -0.11
C (6.983, -0.903, -0.741)  -0.59
F (7.267, -0.937, -2.056)  0.13
S (-3.668, 1.315, -1.524)  1.15
H (2.473, 3.775, -0.034)  0.13
H (1.931, 0.318, 1.997)  0.11
H (5.987, 1.294, -1.994)  0.13
H (-4.889, -4.760, 0.380)  0.07
C (1.762, 2.943, -0.090)  -0.12
H (-0.040, 4.131, -0.073)  0.13
H (-3.258, -5.369, 0.096)  0.07
C (0.436, 3.363, 0.540)  -0.12
H (-0.014, 0.200, 0.570)  0.13
H (-5.297, -2.239, 0.419)  0.11
O (-1.855, 3.287, -0.840)  0.00

=====

# 5
Entry from OMol25: one molecule with the formula C19H22F4N2O2S (ωB97M-V with the def2-TZVPD basis set).

Calculated values
LUMO level in eV: 0.61
Relative energy (zero: lowest compared OMol25 entry of this formula, charge and spin) in kJ/mol: 50.1
2S+1: 1
HOMO energy in eV: -8.488
Frontier orbital gap in eV: 9.100
SMILES: C[C@@](F)(C(=O)N[C@H]1CN(C(=O)C2CCSCC2)Cc2ccccc21)C(F)(F)F

Each line ends with the Löwdin charge.
Atoms and positions in Å:
H (2.792, 0.021, -4.530)  0.07
H (4.451, -1.174, -1.142)  0.08
N (-0.544, -0.480, -0.621)  -0.01
H (0.733, -0.393, 5.422)  0.10
H (3.282, 0.573, -2.930)  0.08
C (-5.011, 1.185, -1.243)  -0.08
H (1.191, -1.590, -3.498)  0.13
S (4.146, -1.597, -3.483)  0.85
F (1.833, -1.674, 3.481)  0.17
C (-1.085, 1.731, 0.363)  -0.21
C (2.635, -2.352, -1.276)  -0.21
H (0.839, 0.070, -3.018)  0.11
C (-2.476, 1.586, -0.197)  -0.14
H (-1.659, 0.538, 1.964)  0.13
C (0.481, 0.499, 4.851)  0.03
C (1.564, -0.742, -2.918)  -0.20
C (-4.149, 0.110, -1.085)  -0.02
C (0.356, 0.161, 3.381)  -0.33
C (1.637, -0.508, 2.856)  -0.56
H (2.261, -3.201, -1.850)  0.12
F (2.715, 0.249, 3.050)  0.18
H (-3.010, 3.658, -0.084)  0.12
C (-1.934, -0.850, -0.344)  -0.07
C (0.302, -1.516, -0.922)  -0.44
C (4.050, -2.009, -1.724)  -0.48
C (0.028, 1.414, 2.541)  -0.41
H (2.095, -0.323, -0.884)  0.12
H (-5.999, 1.027, -1.656)  0.10
N (-1.111, 1.369, 1.790)  0.16
H (-5.275, 3.303, -1.013)  0.10
H (1.253, 1.254, 4.986)  0.10
O (0.833, 2.317, 2.502)  0.13
H (0.872, 0.942, 0.002)  0.11
O (-0.089, -2.670, -0.876)  0.08
F (-0.641, -0.792, 3.215)  0.05
C (-3.335, 2.663, -0.364)  -0.02
H (-2.023, -1.242, 0.678)  0.13
C (-2.878, 0.303, -0.558)  -0.14
H (4.717, -2.859, -1.580)  0.07
H (-2.194, -1.682, -0.997)  0.13
C (-4.605, 2.464, -0.884)  -0.08
F (1.545, -0.768, 1.541)  0.16
H (-4.462, -0.885, -1.377)  0.12
H (-0.763, 2.771, 0.294)  0.15
C (2.901, -0.286, -3.490)  -0.49
H (-0.031, 1.404, -1.441)  0.13
C (-0.109, 0.904, -0.469)  -0.08
H (2.650, -2.654, -0.226)  0.12
C (1.686, -1.167, -1.447)  -0.27
H (-0.467, 0.897, 5.209)  0.10

=====

# 6
Entry from OMol25: one molecule with the formula C19H22F4N2O2S (ωB97M-V with the def2-TZVPD basis set).

Calculated values
LUMO level in eV: 0.55
Relative energy (zero: lowest compared OMol25 entry of this formula, charge and spin) in kJ/mol: 3.2
2S+1: 1
HOMO energy in eV: -8.352
Frontier orbital gap in eV: 8.901
SMILES: C[C@@](F)(C(=O)N[C@H]1CN(C(=O)C2CCSCC2)Cc2ccccc21)C(F)(F)F

Each line ends with the Löwdin charge.
Atoms and positions in Å:
H (1.466, -5.710, -4.136)  0.07
C (-0.207, -5.127, -0.517)  -0.21
C (-0.342, 0.036, -0.508)  -0.34
H (-7.094, -3.277, -1.898)  0.12
C (-2.570, -2.800, -3.391)  -0.09
H (-0.531, -3.515, -1.880)  0.12
C (0.341, 1.316, -0.924)  0.03
N (-2.178, -1.098, -1.656)  0.16
F (1.680, -1.202, -0.423)  0.17
H (-0.868, -4.937, -3.929)  0.11
H (-0.628, -6.372, -2.937)  0.13
F (-1.386, 0.324, 0.367)  0.05
H (-0.485, -6.176, -0.411)  0.12
H (-8.176, -1.070, -1.747)  0.10
C (-2.935, -1.415, -2.870)  -0.21
F (-0.030, -2.020, 0.626)  0.16
C (-5.154, -2.490, -2.350)  -0.13
H (-0.613, -4.601, 0.350)  0.11
O (-0.185, -0.878, -2.713)  0.10
C (-0.838, -4.563, -1.788)  -0.26
C (-7.121, -1.138, -1.977)  -0.08
H (-2.669, -0.677, -3.632)  0.16
H (-3.018, -2.931, -4.383)  0.15
C (1.146, -5.186, -3.235)  -0.48
H (-0.389, 1.967, -1.403)  0.10
C (-4.411, -1.332, -2.562)  -0.13
C (-0.358, -5.317, -3.038)  -0.20
H (-4.926, -4.377, -3.330)  0.14
C (-2.355, -4.646, -1.697)  -0.40
H (1.423, -4.134, -3.347)  0.08
H (1.740, -5.379, 0.390)  0.08
C (-6.376, 0.018, -2.182)  -0.08
H (1.600, -3.935, -0.608)  0.06
H (1.131, 1.090, -1.636)  0.10
C (-6.513, -2.377, -2.063)  -0.03
S (2.088, -5.911, -1.875)  0.86
O (-2.901, -5.454, -0.966)  0.07
N (-3.089, -3.810, -2.498)  -0.03
H (-1.495, -2.875, -3.502)  0.11
C (-4.536, -3.866, -2.441)  -0.08
C (0.596, -0.882, 0.288)  -0.57
H (-4.811, -4.466, -1.576)  0.13
F (0.999, -0.289, 1.416)  0.17
H (-6.846, 0.990, -2.119)  0.10
H (-4.439, 0.808, -2.646)  0.12
H (-2.696, -0.850, -0.828)  0.15
C (-5.029, -0.086, -2.474)  -0.03
C (-0.890, -0.716, -1.735)  -0.42
C (1.309, -4.985, -0.530)  -0.48
H (0.754, 1.817, -0.051)  0.10